This record from OMol25 describes a molecular structure, C4H5AlO2. The level of theory is ωB97M-V with the def2-TZVPD basis set.

Output
Highest occupied orbital energy (spin up / spin down): -19.52 / -19.09 eV
Lowest unoccupied orbital energy (spin up / spin down): -11.947 / -12.495 eV
Energy relative to the best compared isomer or geometry (same formula, charge and spin): 66.9 kcal per mole
Net charge: +2

Each line ends with the Mulliken charge.
Positions of all 12 atoms, in Å:
H: 0.6474 0.8199 -1.3519  0.545
O: -2.3762 -0.1623 0.8366  -0.343
C: -1.1609 0.3186 0.4439  0.106
C: -0.5118 -0.2376 -0.6482  -0.473
C: 0.6025 -0.6327 0.2927  -0.307
C: 1.7795 0.1218 0.1805  0.616
O: 1.8197 0.9218 -0.9005  -0.364
Al: 3.3707 -0.2617 0.0511  0.671
H: -3.0020 0.5597 0.9453  0.414
H: -0.8812 1.3025 0.8327  0.413
H: -1.0182 -1.0518 -1.1743  0.329
H: 0.7305 -1.6980 0.4920  0.393

This record from OMol25 describes a gas-phase ion, C5H10NO (charge +1). The level of theory is ωB97M-V with the def2-TZVPD basis set.

Output
Highest occupied orbital energy: -12.37 eV
Lowest unoccupied orbital energy: -3.400 eV
Energy relative to the best compared isomer or geometry (same formula, charge and spin): 88.9 kcal per mole
Net charge: +1

Each line ends with the Mulliken charge.
Positions of all 17 atoms, in Å:
C: -0.3053 -1.1580 -0.7336  -0.930
C: 1.0523 -1.0438 -0.6088  -0.227
C: -0.1489 0.9511 0.6320  -1.471
C: -1.0720 -0.2288 0.2295  0.451
C: 1.6368 -0.2630 0.4830  -0.059
N: -2.2512 0.3941 -0.6408  -0.372
O: 2.8232 0.2333 0.1308  -0.492
H: -0.7794 -1.7581 -1.3821  0.629
H: 1.7946 -1.5556 -1.2741  0.422
H: 0.1643 1.4864 -0.1550  0.498
H: -0.1883 1.4253 1.5738  0.401
H: -1.4572 -0.8565 1.0589  0.323
H: 1.5346 -0.6800 1.5133  0.360
H: -3.1288 0.0274 -0.3476  0.337
H: -1.9988 0.2228 -1.5701  0.360
H: -2.4808 1.4440 -0.6653  0.380
H: 3.4163 0.5430 0.9117  0.392

This record from OMol25 describes 2 unconnected molecules or ions with the total composition C5H14S. The level of theory is ωB97M-V with the def2-TZVPD basis set.

Output
SMILES: CCSC.CC
Highest occupied orbital energy: -8.50 eV
Lowest unoccupied orbital energy: 0.927 eV
Energy relative to the best compared isomer or geometry (same formula, charge and spin): 29.8 kcal per mole

Each line ends with the Mulliken charge.
Positions of all 20 atoms, in Å:
C: 0.5609 -0.6120 -2.4841  -0.987
C: 0.0577 -1.2045 -1.1274  -0.195
S: 0.7623 -2.7693 -0.3766  -0.094
C: 2.3163 -2.1406 0.2809  -0.855
H: 1.3964 -1.1370 -3.0021  0.293
H: 0.8569 0.4171 -2.5709  0.290
H: -0.3552 -0.7276 -3.0415  0.322
H: 0.4295 -0.3450 -0.3811  -0.077
H: -0.9810 -1.2604 -1.3073  0.382
H: 2.0883 -1.4176 1.0766  0.268
H: 2.9878 -2.8778 0.6789  0.334
H: 2.8484 -1.5249 -0.4437  0.288
C: -1.5527 1.9425 0.8162  -0.244
C: -1.6665 1.9638 2.3349  -0.925
H: -2.5244 1.7698 0.3267  0.285
H: -1.2251 2.8676 0.3505  0.332
H: -0.9159 1.1276 0.5145  -0.279
H: -2.6816 1.9239 2.7579  0.267
H: -1.2323 2.8607 2.8043  0.258
H: -1.1700 1.1437 2.7932  0.336

This record from OMol25 describes 3 unconnected molecules or ions with the total composition C13H22BN4O7PS. The level of theory is ωB97M-V with the def2-TZVPD basis set.

Output
SMILES: O=P(O)(O)c1cc(CB(O)O)cc2nsnc12.CNC(C)=O.CNC(C)=O
Highest occupied orbital energy: -8.68 eV
Lowest unoccupied orbital energy: -1.773 eV

Each line ends with the Mulliken charge.
Positions of all 49 atoms, in Å:
O: 1.8590 -4.1445 4.8724  -0.604
P: 0.9031 -2.9766 4.4023  0.981
O: -0.6113 -2.8996 5.3280  -0.510
O: 1.6209 -1.3640 4.6022  -0.511
C: 0.4041 -3.0875 2.5436  -0.006
C: 1.4764 -2.4775 1.4599  -0.512
C: 1.0871 -2.5394 -0.1617  0.611
C: 2.2297 -1.8454 -1.1667  -0.943
B: 1.9785 -0.2225 -1.0763  1.061
O: 2.9382 0.8253 -1.5406  -0.567
O: 0.7036 0.2479 -0.4374  -0.763
C: -0.3074 -3.1809 -0.7548  -0.599
C: -1.3698 -3.8052 0.3615  0.502
N: -2.6776 -4.4573 -0.0323  -0.524
S: -3.3122 -4.8540 1.5824  0.188
N: -2.1230 -4.3173 2.7860  -0.443
C: -0.9926 -3.7228 1.9661  0.266
H: -1.1094 -2.1499 4.8481  0.335
H: 1.0990 -0.8141 3.9177  0.355
H: 2.4951 -1.9996 1.8472  0.315
H: 2.0978 -2.3065 -2.2355  0.371
H: 3.2933 -2.1775 -0.7533  0.278
H: 2.8681 1.5318 -0.8054  0.298
H: 0.8319 0.1935 0.5741  0.220
H: -0.5033 -3.1837 -1.9240  0.265
C: 0.1085 4.1928 1.0957  -0.934
N: 0.1682 2.8203 1.5387  0.081
C: -0.3428 2.2805 2.6824  0.994
C: -1.0682 3.1936 3.6313  -1.476
O: -0.2018 1.0812 2.9085  -0.582
H: -0.3992 4.2143 0.1285  0.275
H: 1.1324 4.5535 0.9730  0.305
H: -0.4220 4.8351 1.7996  0.382
H: 0.6421 2.1442 0.9510  -0.055
H: -1.4180 2.6218 4.4954  0.279
H: -0.3930 3.9769 3.9860  0.389
H: -1.9367 3.6350 3.1349  0.385
C: -1.4345 2.3553 -5.8432  -0.796
N: -1.4459 0.9427 -5.5469  -0.167
C: -0.8566 0.2959 -4.5004  0.668
C: -0.0874 1.1188 -3.5046  -0.636
O: -0.9651 -0.9234 -4.3961  -0.664
H: -2.4694 2.7048 -5.8646  0.277
H: -0.9883 2.4901 -6.8313  0.273
H: -0.8712 2.9308 -5.1077  0.317
H: -1.9450 0.3225 -6.1741  0.246
H: 0.3240 0.4663 -2.7293  -0.387
H: 0.7416 1.6290 -4.0023  0.382
H: -0.7511 1.8453 -3.0280  0.379

This record from OMol25 describes a molecular structure, C4H12O4Si. The level of theory is ωB97M-V with the def2-TZVPD basis set.

Output
Highest occupied orbital energy: -10.28 eV
Lowest unoccupied orbital energy: 0.932 eV
Energy relative to the best compared isomer or geometry (same formula, charge and spin): 16.1 kcal per mole

Each line ends with the Mulliken charge.
Positions of all 21 atoms, in Å:
O: 0.9441 -1.2933 -0.1341  -0.285
O: 0.8170 1.2177 -1.2885  -0.431
O: 0.2419 0.9753 1.3626  -0.274
O: -1.4445 -0.0843 -0.3144  -0.299
C: 0.1228 -2.3365 -0.5234  -0.584
C: 2.1050 1.4733 -0.9709  -0.628
C: 0.0244 0.1079 2.4765  -0.668
C: -2.4226 0.7011 -0.9714  -0.638
Si: 0.2039 0.2112 -0.0799  0.681
H: 0.8010 -3.2285 -0.4546  0.235
H: -0.7821 -2.3165 0.0380  0.300
H: -0.1164 -2.2849 -1.5944  0.251
H: 2.2056 2.4621 -0.3911  0.203
H: 2.6821 1.3862 -1.8228  0.297
H: 2.4030 0.7113 -0.2067  0.265
H: -0.9335 -0.4621 2.5478  0.259
H: 0.7966 -0.6217 2.3685  0.332
H: 0.2512 0.7425 3.3585  0.260
H: -1.8938 1.2967 -1.7094  0.285
H: -3.1057 -0.0196 -1.4757  0.220
H: -2.9001 1.3619 -0.2148  0.218

This record from OMol25 describes 2 unconnected molecules or ions with the total composition C5H11N2O. The level of theory is ωB97M-V with the def2-TZVPD basis set.

Output
Highest occupied orbital energy: -13.85 eV
Lowest unoccupied orbital energy: -3.236 eV
Energy relative to the best compared isomer or geometry (same formula, charge and spin): 15.7 kcal per mole
Net charge: +1

Each line ends with the Mulliken charge.
Positions of all 19 atoms, in Å:
C: 1.0898 -0.0676 -2.8032  -0.414
C: 1.3815 -1.0393 -1.8511  0.223
C: 2.6990 -1.4652 -3.5708  -0.282
N: 1.8853 -0.4312 -3.8704  -0.062
N: 2.3917 -1.8484 -2.3317  -0.076
C: 0.0000 0.0000 0.0000  -1.468
C: 0.8335 -1.1584 -0.4828  -0.028
H: 0.4469 0.8074 -2.7088  0.403
H: 3.3926 -1.8544 -4.3161  0.399
H: 1.7363 -0.0551 -4.8242  0.289
H: 2.8860 -2.5790 -1.7884  0.281
H: -0.8982 0.2443 -0.5918  0.368
H: 0.6418 0.8956 0.0514  0.363
H: -0.3146 -0.2666 1.0230  0.364
H: 1.6458 -1.3097 0.2540  0.359
H: 0.2241 -2.0823 -0.5063  0.276
O: 1.6364 -2.9479 3.6072  -0.653
H: 0.7850 -3.3931 3.3945  0.324
H: 1.4578 -2.4565 4.4409  0.331

Computed values of maximum force (unit: eV/Å) for the preceding records, in sequence: 9.641, 5.828, 5.080, 7.540, 4.326, 2.553.